1.
Molecular formula: C6H16N2
Method: DFT, ωB97M-V with the def2-TZVPD basis set

As for the relative energy (zero: lowest compared OMol25 entry of this formula, charge and spin): 67.7 kcal/mol. Its LUMO energy is 1.17 eV. As for the SMILES: CCNC[C@@H](N)CC. For the maximum force, the calculation gives 4.3 eV/Å.

Last column: Löwdin charge in e.
CARTESIAN COORDINATES (ANGSTROEM)
C  1.37  -1.44  3.13  -0.121
C  0.30  -0.49  2.60  -0.262
N  0.45  -0.15  1.15  -0.111
C  -0.55  -0.56  0.23  -0.254
C  -0.36  -0.12  -1.25  -0.489
N  -1.23  -0.93  -1.99  0.019
C  -0.55  1.39  -1.28  -0.212
C  0.17  1.78  -2.65  -0.118
H  0.85  -2.11  3.81  0.059
H  1.94  -2.02  2.32  0.090
H  2.25  -0.91  3.54  0.061
H  0.07  0.41  3.26  0.108
H  -0.80  -1.01  2.64  0.142
H  1.31  0.11  0.78  0.084
H  -1.50  -0.02  0.69  0.148
H  -0.77  -1.59  0.20  0.084
H  0.78  -0.28  -1.64  0.184
H  -2.23  -0.54  -1.88  0.129
H  -1.11  -1.00  -2.99  0.065
H  -1.59  1.70  -1.38  0.107
H  0.05  1.81  -0.52  0.077
H  0.27  0.88  -3.30  0.061
H  -0.28  2.69  -3.07  0.048
H  1.16  2.40  -2.39  0.102



2.
Molecular formula: C24H33GaGe2O2
Method: DFT, ωB97M-V with the def2-TZVPD basis set

As for the relative energy (zero: lowest compared OMol25 entry of this formula, charge and spin): 0.0 kcal/mol. Its total charge is +2. Its LUMO energy is -6.88 eV. For the maximum force, the calculation gives 1.3 eV/Å.

Last column: Löwdin charge in e.
CARTESIAN COORDINATES (ANGSTROEM)
Ga  -0.62  -0.62  -2.22  0.772
C  3.84  -2.80  -2.57  -0.143
C  2.38  -2.36  -2.75  -0.383
Ge  2.00  -0.71  -1.84  0.872
C  2.58  0.97  -2.55  -0.355
C  4.09  1.13  -2.29  -0.140
C  2.25  -0.82  0.07  -0.203
C  1.49  -0.67  1.16  -0.312
Ge  -0.31  -0.02  1.22  1.168
C  -1.73  -1.31  1.17  -0.321
C  -2.03  -1.83  2.59  -0.132
C  -0.70  1.80  1.67  -0.314
C  -0.70  2.10  3.18  -0.127
C  1.94  -0.91  2.56  -0.239
C  1.00  -0.81  3.58  -0.094
C  1.33  -1.02  4.91  -0.037
C  2.64  -1.36  5.23  -0.039
C  3.59  -1.48  4.22  -0.034
C  3.25  -1.26  2.90  -0.011
H  4.01  -3.74  -3.08  0.083
H  4.10  -2.95  -1.52  0.070
H  4.54  -2.07  -2.99  0.066
H  1.69  -3.10  -2.34  0.062
H  2.13  -2.21  -3.80  0.073
H  1.99  1.75  -2.06  0.065
H  2.35  0.99  -3.62  0.077
H  4.32  1.10  -1.23  0.072
H  4.42  2.10  -2.67  0.085
H  4.68  0.37  -2.80  0.067
H  3.29  -1.08  0.25  0.067
H  -1.43  -2.12  0.51  0.072
H  -2.60  -0.82  0.74  0.074
H  -1.19  -2.37  3.01  0.076
H  -2.88  -2.51  2.54  0.092
H  -2.30  -1.02  3.28  0.078
H  -1.68  1.99  1.24  0.066
H  0.03  2.41  1.15  0.081
H  -1.44  1.50  3.73  0.075
H  -0.97  3.15  3.33  0.089
H  0.27  1.94  3.63  0.074
H  -0.05  -0.57  3.37  0.053
H  0.58  -0.94  5.69  0.123
H  2.92  -1.53  6.26  0.122
H  4.61  -1.74  4.47  0.122
H  4.01  -1.36  2.13  0.114
C  -4.63  -0.83  -3.31  0.030
C  -3.38  -0.22  -2.77  -0.271
O  -2.38  -1.00  -2.73  -0.033
C  -3.33  1.15  -2.32  -0.086
C  -4.49  1.95  -2.47  0.006
C  -4.50  3.26  -2.07  -0.034
C  -3.33  3.82  -1.53  -0.007
C  -2.19  3.07  -1.37  0.000
C  -2.17  1.73  -1.74  -0.286
O  -1.05  1.03  -1.52  -0.186
H  -4.46  -1.87  -3.54  0.104
H  -4.93  -0.31  -4.23  0.119
H  -5.45  -0.73  -2.59  0.114
H  -5.38  1.53  -2.91  0.122
H  -5.39  3.86  -2.18  0.124
H  -3.33  4.86  -1.22  0.129
H  -1.28  3.50  -0.97  0.127



3.
Molecular formula: C32H24Br2F5N3O3SSiV
Method: DFT, ωB97M-V with the def2-TZVPD basis set

As for the relative energy (zero: lowest compared OMol25 entry of this formula, charge and spin): 66.1 kcal/mol. Its total charge is -2. Its LUMO energy (alpha / beta) is 3.26 / 3.26 eV. As for the spin multiplicity: 4. For the maximum force, the calculation gives 0.8 eV/Å.

Last column: Löwdin charge in e.
CARTESIAN COORDINATES (ANGSTROEM)
V  0.61  -0.44  -1.86  1.030
Br  1.96  0.63  7.46  0.632
C  0.95  1.77  6.31  -0.723
C  -0.35  2.13  6.66  -0.163
C  -1.07  2.97  5.83  -0.059
C  -0.53  3.47  4.63  -0.340
C  0.79  3.07  4.30  -0.030
C  1.51  2.24  5.13  -0.149
N  -1.30  4.38  3.94  -0.037
N  -0.99  4.71  2.70  -0.012
C  -0.60  3.79  1.76  -0.294
C  0.26  4.24  0.76  -0.059
C  0.74  3.40  -0.26  -0.025
C  0.32  2.10  -0.32  -0.325
O  0.74  1.21  -1.24  -0.271
C  -0.60  1.60  0.63  -0.171
N  -0.97  0.30  0.45  0.110
C  -1.86  -0.20  1.27  -0.130
C  -2.45  0.56  2.30  -0.040
C  -2.06  1.85  2.50  -0.003
C  -1.07  2.43  1.67  -0.082
H  -0.79  1.75  7.58  0.087
H  -2.07  3.27  6.10  0.097
H  1.25  3.44  3.39  0.100
H  2.52  1.96  4.87  0.092
H  0.59  5.27  0.81  0.093
H  1.44  3.78  -1.00  0.108
H  -2.13  -1.23  1.09  0.040
H  -3.21  0.10  2.93  0.098
H  -2.50  2.45  3.29  0.100
Br  1.75  1.43  -8.70  0.689
C  1.21  0.27  -7.29  -0.693
C  1.54  -1.07  -7.35  -0.128
C  1.13  -1.91  -6.33  -0.012
C  0.42  -1.41  -5.24  -0.124
C  0.10  -0.06  -5.20  -0.017
C  0.48  0.79  -6.23  -0.118
C  0.03  -2.37  -4.14  -0.565
O  -0.30  -3.50  -4.40  0.096
O  0.12  -1.87  -2.94  -0.223
H  2.11  -1.46  -8.19  0.095
H  1.36  -2.97  -6.35  0.120
H  -0.47  0.34  -4.37  0.113
H  0.23  1.84  -6.21  0.101
C  3.40  0.43  0.54  -0.179
Si  3.57  -0.99  -0.69  0.395
C  2.89  -2.55  0.10  -0.182
C  5.42  -1.27  -0.99  -0.202
C  2.66  -0.63  -2.27  -0.321
H  4.11  0.32  1.36  0.025
H  2.39  0.46  0.97  0.027
H  3.57  1.40  0.07  0.031
H  3.38  -2.75  1.05  0.026
H  3.03  -3.42  -0.55  0.030
H  1.82  -2.48  0.30  0.028
H  5.94  -1.45  -0.05  0.017
H  5.88  -0.40  -1.46  0.018
H  5.58  -2.13  -1.64  0.018
H  2.82  -1.44  -2.99  0.005
H  2.99  0.31  -2.73  0.008
F  -7.25  -3.47  2.06  0.074
C  -6.09  -3.34  1.40  -0.165
C  -4.90  -3.76  1.96  -0.162
F  -4.91  -4.30  3.20  0.083
C  -3.71  -3.62  1.27  -0.266
F  -2.60  -4.05  1.90  0.054
C  -3.62  -3.07  -0.02  -0.641
S  -2.13  -2.91  -0.89  0.549
C  -4.85  -2.66  -0.54  -0.259
F  -4.92  -2.11  -1.77  0.056
C  -6.05  -2.79  0.13  -0.162
F  -7.20  -2.38  -0.44  0.082



4.
Molecular formula: C5H10O
Method: DFT, ωB97M-V with the def2-TZVPD basis set

As for the relative energy (zero: lowest compared OMol25 entry of this formula, charge and spin): 36.7 kcal/mol. Its LUMO energy is 1.06 eV. As for the SMILES: C=CC1CC1.O. For the maximum force, the calculation gives 0.2 eV/Å.

Last column: Löwdin charge in e.
CARTESIAN COORDINATES (ANGSTROEM)
C  -1.97  -0.45  0.48  -0.010
C  -0.74  -0.51  -0.03  -0.194
C  0.51  -0.20  0.70  -0.302
C  1.67  -1.14  0.49  -0.121
C  1.74  0.25  -0.05  -0.120
H  -2.14  -0.13  1.50  0.066
H  -2.84  -0.71  -0.12  0.059
H  -0.60  -0.82  -1.07  0.117
H  0.37  0.22  1.69  0.139
H  2.27  -1.40  1.36  0.099
H  1.52  -1.95  -0.21  0.101
H  1.66  0.40  -1.13  0.102
H  2.39  0.96  0.45  0.101
O  -1.14  2.19  -1.33  -0.064
H  -1.45  1.63  -0.61  -0.007
H  -1.25  1.64  -2.11  0.034



What is the relative energy (zero: lowest compared OMol25 entry of this formula, charge and spin) in the fourth record?
36.7 kcal/mol